1.
Computed, not measured: a cluster of 2 separate species, C3H11N3 in total at a distorted geometry, with the ωB97M-V functional and the def2-TZVPD basis.

Each atom is followed by the atoms it is bonded to, with distances in Å.
Geometry (Å):
1 H 3.551 0.312 -2.205  N2 1.027
2 N 3.320 0.351 -1.205  H1 1.027, C3 1.327
3 C 3.447 -0.939 -0.924  N2 1.327, N4 1.412, H5 1.073
4 N 2.273 -1.617 -0.528  C3 1.412, H6 1.043, H7 1.113
5 H 4.148 -1.648 -1.323  C3 1.073
6 H 2.441 -2.512 -0.020  N4 1.043
7 H 1.506 -0.957 -0.065  N4 1.113
8 C -2.798 0.452 -0.244  C9 1.525, H11 1.082, H12 1.105, H13 1.077
9 C -1.811 0.312 0.910  C8 1.525, N10 1.460, H14 1.208, H15 1.095
10 N -1.455 1.574 1.551  C9 1.460, H16 0.959, H17 0.984
11 H -3.594 -0.232 0.021  C8 1.082
12 H -2.359 0.057 -1.178  C8 1.105
13 H -3.208 1.448 -0.236  C8 1.077
14 H -0.736 -0.175 0.652  C9 1.208
15 H -2.291 -0.374 1.617  C9 1.095
16 H -0.643 1.560 2.062  N10 0.959
17 H -1.791 2.389 1.115  N10 0.984

Output
HOMO energy	-8.6	eV
energy relative to the best compared isomer or geometry (same formula, charge and spin)	67.59	kcal/mol
2S+1	1
SMILES	[H]/N=C/N.CCN

***

2.
Computed, not measured: a cluster of 2 separate species, C3H11N3 in total at a distorted geometry, with the ωB97M-V functional and the def2-TZVPD basis.

Each atom is followed by the atoms it is bonded to, with distances in Å.
Geometry (Å):
1 C 0.284 0.996 -3.650  C2 1.367, H4 1.096, H5 1.074
2 C 0.589 -0.210 -4.216  C1 1.367, N3 1.398, H6 1.105
3 N 0.237 -1.373 -3.524  C2 1.398, H7 0.999, H8 1.012
4 H 0.121 0.936 -2.568  C1 1.096
5 H 0.852 1.801 -4.079  C1 1.074
6 H 0.808 -0.204 -5.299  C2 1.105
7 H 0.533 -1.679 -2.621  N3 0.999
8 H 0.037 -2.154 -4.137  N3 1.012
9 N -0.701 -0.401 4.249  C10 1.469, H12 1.005, H13 1.011
10 C -0.550 0.717 3.307  N9 1.469, N11 1.455, H14 1.089, H15 1.096
11 N 0.372 0.429 2.220  C10 1.455, H16 1.026, H17 1.053
12 H -1.282 -1.122 3.857  N9 1.005
13 H -1.215 -0.163 5.086  N9 1.011
14 H -0.197 1.598 3.841  C10 1.089
15 H -1.572 0.904 2.959  C10 1.096
16 H 0.332 -0.565 1.972  N11 1.026
17 H 1.352 0.489 2.601  N11 1.053

Output
HOMO energy	-8.3	eV
energy relative to the best compared isomer or geometry (same formula, charge and spin)	48.86	kcal/mol
2S+1	1
SMILES	C=CN.NCN

***

3.
Computed, not measured: a cluster of 2 separate species, C3H11N3 in total at a distorted geometry, with the ωB97M-V functional and the def2-TZVPD basis.

Each atom is followed by the atoms it is bonded to, with distances in Å.
Geometry (Å):
1 C 0.029 1.814 2.403  C2 1.355, H4 1.049, H5 1.098
2 C -0.462 0.594 2.074  C1 1.355, N3 1.436, H6 1.121
3 N 0.262 -0.645 2.022  C2 1.436, H7 0.995, H8 1.082
4 H 0.924 1.849 2.949  C1 1.049
5 H -0.300 2.785 2.009  C1 1.098
6 H -1.333 0.592 1.369  C2 1.121
7 H 1.090 -0.498 2.555  N3 0.995
8 H 0.611 -0.923 1.036  N3 1.082
9 N 0.715 -0.387 -0.982  C10 1.494, H12 1.026, H13 1.109
10 C -0.286 -0.226 -2.079  N9 1.494, N11 1.459, H14 1.104, H15 1.072
11 N -1.013 -1.456 -2.377  C10 1.459, H16 1.058, H17 1.058
12 H 1.607 -0.775 -1.306  N9 1.026
13 H 0.836 0.658 -0.633  N9 1.109
14 H -1.048 0.551 -1.889  C10 1.104
15 H 0.324 0.060 -2.914  C10 1.072
16 H -0.393 -2.242 -2.717  N11 1.058
17 H -1.561 -1.752 -1.521  N11 1.058

Output
HOMO energy	-8.3	eV
energy relative to the best compared isomer or geometry (same formula, charge and spin)	53.03	kcal/mol
2S+1	1
SMILES	C=CN.NCN